Computed, not measured: C25H13N6O7SSeZr as an isolated structure, with wB97M-V/def2-TZVPD.

E_HOMO = -11.394 eV
total charge = +1
spin multiplicity = 1
E = -4662.1544 hartree

Geometry as XYZ:
```
54
C25H13N6O7SSeZr, DFT wB97M-V/def2-TZVPD
Zr -1.0384 0.7159 0.0067
O -2.1540 -1.4227 -0.3555
C -2.9604 -0.7105 0.2329
O -2.5222 0.0053 1.2653
C -4.1591 -0.0125 -0.3956
C -5.4663 0.0674 0.0238
C -6.1191 1.2953 -0.0906
C -5.4306 2.4699 -0.2994
C -4.1032 2.3381 -0.6680
C -3.5479 1.1202 -0.9829
O -2.3242 1.0464 -1.5180
N -3.1004 3.3425 -0.2688
O -2.0652 2.8814 0.2899
O -3.3241 4.5080 -0.3378
N -7.5485 1.3768 0.2786
O -8.1138 0.3326 0.5078
O -8.0471 2.4775 0.3171
H -5.9733 -0.7569 0.5067
H -5.8880 3.4303 -0.1020
S 4.9184 -4.0966 -0.2237
N 4.2297 -3.3676 1.0384
C 3.2042 -2.6843 0.5556
C 2.2847 -1.8712 1.3411
C 2.3582 -1.7332 2.7256
C 1.4236 -0.9595 3.3780
C 0.4292 -0.3401 2.6355
N 0.3635 -0.4603 1.3109
C 1.2751 -1.2061 0.6641
C 1.1647 -1.2688 -0.8014
N 0.2286 -0.4911 -1.3936
C 0.0679 -0.5456 -2.7150
C 0.8400 -1.3721 -3.5167
C 1.8133 -2.1481 -2.9292
C 1.9898 -2.0929 -1.5459
C 3.0457 -2.8103 -0.8398
N 3.9547 -3.5854 -1.4112
H 3.1506 -2.2362 3.2658
H 1.4468 -0.8311 4.4505
H -0.3246 0.2740 3.1096
H -0.7008 0.0900 -3.1321
H 0.6703 -1.3885 -4.5833
H 2.4499 -2.7980 -3.5169
Se 0.7332 2.5526 0.4237
C 2.4458 1.7032 0.3367
C 3.1479 1.4856 1.5184
C 4.3854 0.8538 1.4865
C 4.9303 0.4419 0.2770
C 4.2417 0.6832 -0.9057
C 3.0040 1.3154 -0.8785
H 2.7300 1.8151 2.4617
H 4.9294 0.6924 2.4091
H 5.8995 -0.0396 0.2532
H 4.6741 0.3889 -1.8548
H 2.4810 1.5253 -1.8040
```